1.
ORCA calculation (ωB97M-V with the def2-TZVPD basis set) on a 2-piece molecular cluster, C4H12 overall at a distorted geometry.

Calculated values
- LUMO level (eV) = 1.1
- HOMO-LUMO gap (eV) = 12.58
- calculated total energy (eV) = -4342.0655
- SMILES = CC.CC

The geometry in XYZ format:
```
16
Properties=species:S:1:pos:R:3:forces:R:3
C 2.349 0.723 -1.040 -0.252 0.695 -1.421
C -1.665 0.078 1.929 0.761 -1.811 0.350
C -2.481 -0.205 0.667 0.153 1.085 -0.135
C 1.802 -0.622 -1.550 -0.757 0.095 1.552
H 2.475 -1.271 -2.096 0.274 0.058 0.083
H 0.896 -0.493 -2.141 0.139 0.247 -0.284
H -0.602 -0.046 1.689 -0.016 0.828 -0.148
H -1.887 -0.765 -0.052 -0.076 -0.178 0.016
H -1.720 -0.734 2.664 -0.604 0.081 0.065
H 1.931 1.069 -0.096 -0.092 -0.338 0.069
H 3.428 0.844 -0.993 0.157 -0.463 0.120
H -1.853 1.002 2.460 -0.093 0.245 -0.202
H -3.446 -0.690 0.785 0.041 -0.077 0.324
H -2.671 0.772 0.214 -0.148 -0.173 -0.281
H 2.033 1.454 -1.788 0.153 0.339 0.172
H 1.411 -1.115 -0.652 0.361 -0.632 -0.279
```
Positions in Å, forces in eV/Å.

=====

2.
ORCA calculation (ωB97M-V with the def2-TZVPD basis set) on a 2-piece molecular cluster, C4H13N2Si overall at a distorted geometry.

Calculated values
- charge = +1
- LUMO level (eV) = -4.0
- HOMO-LUMO gap (eV) = 9.82
- calculated total energy (eV) = -15205.1766

The geometry in XYZ format:
```
20
Properties=species:S:1:pos:R:3:forces:R:3
Si 0.488 2.284 -0.015 0.608 -1.685 1.514
N 1.925 -0.297 0.019 -1.995 0.286 0.268
N -1.551 0.199 0.533 2.669 -0.453 1.165
C 2.856 -1.324 0.172 0.886 0.968 1.622
C -0.240 0.466 -0.229 -1.658 0.266 -3.735
C -2.395 -0.793 -0.093 0.443 -2.919 -2.368
C 0.708 -0.644 0.024 -0.500 0.365 -0.397
H 3.316 -1.352 -0.758 0.803 -1.455 -1.936
H 2.441 -2.128 0.719 -0.193 -1.710 -0.344
H -2.801 -1.530 0.588 -0.304 0.358 0.531
H -0.777 0.228 -1.844 1.407 0.829 3.923
H 0.587 2.452 1.543 -0.519 0.051 -1.337
H 3.658 -0.962 0.775 0.690 0.437 0.710
H -1.988 1.037 0.823 -0.914 1.296 -0.092
H 0.274 -1.687 0.109 0.882 0.790 0.113
H 1.898 2.174 -0.428 -0.421 0.519 -0.449
H -3.193 -0.451 -0.797 0.922 0.356 0.832
H -0.562 2.960 -0.736 -0.152 0.852 -0.118
H -1.118 -0.144 1.428 -1.019 -0.077 -0.630
H -1.637 -1.414 -0.710 -1.632 0.927 0.728
```
Positions in Å, forces in eV/Å.

=====

3.
ORCA calculation (ωB97M-V with the def2-TZVPD basis set) on a 2-piece molecular cluster, C3H6O2 overall at a distorted geometry.

Calculated values
- LUMO level (eV) = 0.5
- HOMO-LUMO gap (eV) = 10.46
- calculated total energy (eV) = -7301.6625
- SMILES = CC=O.C=O

The geometry in XYZ format:
```
11
Properties=species:S:1:pos:R:3:forces:R:3
O -1.819 -0.226 0.102 -0.235 2.323 -0.885
O 1.051 1.300 0.216 -0.091 -1.529 0.280
C 1.214 -1.089 -0.210 -0.568 1.240 -1.110
C -1.852 0.948 -0.268 -1.701 -1.210 2.475
C 0.862 0.148 0.587 -0.118 1.064 -0.077
H 1.618 -1.811 0.442 0.356 -1.097 0.751
H -1.149 1.343 -0.978 0.348 0.286 -0.594
H -2.613 1.705 0.239 1.253 -1.297 -1.067
H 0.390 -0.012 1.590 0.252 -0.100 -0.431
H 1.957 -0.810 -0.953 0.106 0.010 -0.047
H 0.341 -1.496 -0.767 0.397 0.309 0.706
```
Positions in Å, forces in eV/Å.

=====

4.
ORCA calculation (ωB97M-V with the def2-TZVPD basis set) on a 2-piece molecular cluster, C10H16O overall at a distorted geometry.

Calculated values
- LUMO level (eV) = 0.9
- HOMO-LUMO gap (eV) = 9.22
- calculated total energy (eV) = -12676.3209
- SMILES = CCc1ccc(O)cc1.CC

The geometry in XYZ format:
```
27
Properties=species:S:1:pos:R:3:forces:R:3
O 2.732 2.307 3.453 -0.171 -0.266 0.269
C 0.647 0.239 1.404 -0.014 0.074 0.227
C -0.419 0.582 -0.828 0.040 -0.577 -1.209
C 1.788 2.807 1.302 -0.409 -1.327 0.452
C -1.147 -3.739 -2.274 -1.065 -0.277 0.362
C -1.617 1.479 -1.169 -0.179 -0.596 0.969
C 1.366 0.686 2.506 -0.660 -0.147 -0.889
C 0.977 2.353 0.258 0.252 -0.234 0.272
C 0.448 1.063 0.312 -0.649 0.022 -0.514
C 1.911 1.948 2.399 1.310 0.606 0.810
C -1.101 -3.102 -0.881 -0.790 -0.613 0.113
H -0.777 -0.439 -0.696 -0.090 0.206 0.784
H 0.198 -0.746 1.364 0.062 -0.027 0.242
H -0.459 -3.276 -2.978 0.517 -0.428 0.222
H -1.546 -2.115 -0.888 0.688 0.401 0.045
H -1.341 2.527 -1.129 -0.134 0.135 -0.438
H 1.466 0.075 3.389 0.260 0.113 0.095
H -1.067 -4.814 -2.115 0.763 -0.062 -0.564
H -2.115 1.177 -2.087 0.279 0.277 -0.319
H -2.382 1.328 -0.397 0.110 0.191 0.076
H 3.066 3.205 3.394 -0.170 0.078 -0.280
H 2.419 3.679 1.406 -0.432 0.473 -0.720
H -0.106 -3.232 -0.461 0.247 0.851 -0.117
H 0.705 2.900 -0.633 0.465 0.482 0.076
H 0.172 0.373 -1.736 0.221 0.749 0.110
H -2.106 -3.659 -2.795 -0.235 0.322 0.423
H -1.713 -3.603 -0.120 -0.217 -0.424 -0.498
```
Positions in Å, forces in eV/Å.

=====

5.
ORCA calculation (ωB97M-V with the def2-TZVPD basis set) on C10H5ClNO5Pb as an isolated structure at a distorted geometry.

Calculated values
- charge = +3
- LUMO level (spin up / spin down) (eV) = -12.7 / -15.2
- HOMO-LUMO gap (spin up / spin down) (eV) = 8.20 / 5.08
- calculated total energy (eV) = -39910.3947

The geometry in XYZ format:
```
23
Properties=species:S:1:pos:R:3:forces:R:3
Pb -1.515 0.692 -0.955 1.847 1.454 0.839
Cl 2.393 -4.038 -0.553 -0.438 1.713 1.412
O -2.508 0.100 2.410 0.988 1.449 -3.390
O -4.321 2.949 -1.456 3.432 -2.119 0.319
O -2.653 -2.227 -2.378 0.667 3.781 1.734
O -0.234 1.473 -4.347 -1.040 -1.189 1.859
O 0.629 5.344 2.110 -1.247 -2.195 -2.098
N 0.534 -0.688 0.388 -0.335 -0.929 -1.084
C 2.564 -2.177 1.507 0.614 0.231 0.983
C -0.545 1.121 -3.268 2.381 2.473 -2.329
C -3.373 2.318 -1.358 -4.583 2.816 -0.552
C 1.935 -2.634 0.347 0.664 -1.662 -1.342
C 1.146 -0.255 1.497 0.267 -0.263 0.221
C -2.481 -1.206 -1.889 -2.019 -5.823 -2.626
C 0.196 4.566 1.390 1.213 2.107 2.066
C 2.183 -0.977 2.098 0.875 -0.961 -0.199
C -2.240 0.504 1.374 -1.958 -1.739 5.292
C 0.916 -1.836 -0.198 -1.352 1.792 -0.139
H 0.051 1.745 -2.374 -0.217 -0.496 -1.363
H 0.420 -2.090 -1.142 0.288 -0.177 0.410
H 3.363 -2.792 1.883 0.281 0.032 0.413
H 0.836 0.686 1.945 -0.120 -0.032 -0.198
H 2.706 -0.576 2.971 -0.208 -0.263 -0.229
```
Positions in Å, forces in eV/Å.

=====

6.
ORCA calculation (ωB97M-V with the def2-TZVPD basis set) on a 6-piece molecular cluster, C28H70N2O14P2S2 overall.

Calculated values
- LUMO level (eV) = 0.3
- HOMO-LUMO gap (eV) = 8.78
- calculated total energy (eV) = -102057.1234
- SMILES = CCN[C@@]1([PH2]=S)OS(=O)(=O)O[C@@]1(N)P(CC)CC.COCCOC.COCCOC.COCCOC.COCCOC.COCCOC

The geometry in XYZ format:
```
118
Properties=species:S:1:pos:R:3:forces:R:3
S 2.930 2.807 -0.653 -0.083 -0.052 -0.313
S 1.168 1.337 -4.060 0.046 0.027 0.116
P 2.883 -0.338 1.070 -0.315 0.132 -0.034
P 0.305 1.733 -2.386 0.002 -0.031 -0.094
O -1.402 3.354 -5.935 -0.096 0.085 -0.045
O 7.874 2.989 1.572 0.025 -0.069 -0.004
O 1.218 -5.241 1.950 0.028 0.011 -0.018
O 2.780 3.541 -1.863 0.151 -0.068 0.288
O -9.954 0.102 2.019 0.045 0.068 -0.019
O -1.847 -1.983 1.152 0.013 0.035 0.006
O 1.433 -7.889 3.247 -0.038 0.024 -0.075
O 9.060 1.612 -0.750 0.022 0.062 0.031
O 1.502 2.542 -0.015 0.083 0.027 -0.072
O -4.076 -2.835 -0.551 0.056 -0.024 0.076
O 3.246 1.288 -1.005 0.043 0.138 -0.163
O 3.822 3.251 0.362 -0.119 0.256 -0.275
O -7.184 0.230 1.043 -0.030 -0.037 -0.028
O -1.108 5.913 -7.356 0.026 -0.061 -0.022
N -0.163 0.825 0.111 0.372 -0.029 0.312
N 2.093 -0.677 -1.536 0.024 0.078 0.030
C -0.386 4.305 -5.672 0.009 -0.053 0.121
C 9.708 0.740 0.154 -0.002 -0.007 -0.006
C 9.069 3.732 1.692 0.001 0.012 0.000
C 2.200 0.371 -0.563 -0.147 -0.082 0.112
C -2.278 -2.934 2.110 -0.059 -0.010 -0.022
C 7.668 1.747 -0.514 -0.008 -0.054 -0.024
C -1.216 2.641 -7.142 0.036 -0.046 0.034
C -7.553 -0.062 2.379 0.043 0.019 0.022
C -2.478 5.818 -7.689 -0.007 -0.006 0.000
C 1.522 -1.526 1.525 0.016 -0.208 0.123
C -1.700 -2.527 -0.150 0.036 0.030 -0.029
C 0.948 1.292 -0.609 -0.036 -0.188 0.023
C 1.376 -6.655 3.937 0.049 -0.025 0.026
C -10.374 -0.162 0.693 -0.010 -0.011 0.008
C 2.729 1.049 2.273 0.167 0.112 0.080
C -4.916 -1.948 0.167 -0.058 0.017 -0.027
C -2.893 -2.231 -1.034 -0.040 0.017 -0.030
C 3.400 0.732 3.621 -0.023 0.052 -0.016
C -1.211 1.793 0.471 -0.161 -0.103 -0.199
C 7.323 2.999 0.263 -0.006 -0.007 0.006
C 1.065 -1.428 2.981 0.011 -0.081 -0.012
C -1.120 2.318 1.911 0.044 0.009 0.041
C 0.602 -5.600 3.175 -0.048 0.020 -0.016
C 0.689 -5.921 0.825 0.014 -0.007 0.012
C -7.412 1.576 0.665 0.005 0.001 0.000
C 2.653 -8.108 2.563 0.003 -0.008 0.023
C -8.907 -0.736 2.468 -0.035 -0.045 0.006
C -0.838 5.716 -5.979 -0.003 0.042 -0.023
H -5.436 -1.259 -0.504 0.027 0.006 0.000
H 7.285 0.868 0.016 -0.001 0.005 0.001
H 0.251 -2.129 3.156 -0.046 -0.054 0.017
H 3.457 -8.350 3.265 0.007 0.022 0.005
H -7.555 0.852 2.983 -0.003 -0.002 -0.004
H 0.695 -0.428 3.225 0.019 -0.073 0.019
H 0.551 -4.698 3.790 -0.010 0.033 0.029
H 10.780 0.880 0.028 -0.006 -0.012 -0.017
H 0.872 -6.832 4.892 0.007 0.007 0.008
H -2.077 2.217 2.423 0.028 0.031 -0.027
H 0.641 -1.444 0.887 0.114 -0.061 -0.063
H -0.815 -2.071 -0.605 -0.002 0.004 -0.015
H -4.356 -1.367 0.904 -0.008 -0.002 0.012
H -2.177 1.310 0.311 0.045 0.010 0.025
H -1.724 5.959 -5.380 0.001 0.003 -0.003
H -1.454 -3.593 2.407 0.035 -0.016 -0.024
H -0.422 -5.948 2.998 0.008 -0.013 -0.004
H -3.095 -3.546 1.721 -0.012 0.020 0.021
H 0.037 3.090 -2.130 -0.007 0.025 -0.036
H 2.684 0.370 4.359 0.026 -0.012 -0.041
H -3.022 -1.146 -1.124 0.001 0.002 -0.002
H 8.866 4.809 1.676 -0.003 0.001 -0.023
H 9.517 3.476 2.652 -0.019 0.014 0.004
H 9.462 -0.306 -0.063 -0.021 -0.001 0.010
H 7.171 1.794 -1.488 -0.003 0.000 0.003
H -5.660 -2.554 0.683 -0.015 0.008 -0.024
H -1.150 2.623 -0.233 -0.083 -0.011 0.051
H 7.665 3.884 -0.285 -0.004 -0.003 0.001
H -2.939 4.928 -7.254 0.000 -0.004 -0.013
H 9.437 0.958 1.190 0.012 0.005 0.004
H 1.331 -1.302 -1.296 -0.006 0.032 -0.045
H 4.179 -0.027 3.518 0.010 0.067 -0.003
H 2.386 -6.289 4.152 -0.005 0.000 -0.005
H 1.925 -2.525 1.347 -0.076 -0.026 0.022
H -0.310 -5.547 0.575 -0.018 -0.010 0.019
H -9.526 -0.239 0.009 -0.002 0.013 -0.007
H -2.693 -2.629 -2.034 0.000 0.009 -0.005
H -8.402 1.917 0.972 -0.005 -0.002 -0.017
H -8.892 -1.671 1.896 0.002 0.007 -0.003
H 0.525 4.065 -6.229 -0.023 0.005 -0.022
H 2.949 -7.236 1.973 -0.004 -0.005 -0.014
H 2.502 -8.956 1.897 0.004 -0.007 0.020
H -0.968 1.159 -2.227 0.013 0.006 -0.003
H -0.986 3.312 -7.975 -0.017 0.008 -0.006
H 9.776 3.496 0.893 0.008 -0.008 0.009
H -0.381 1.752 2.483 -0.101 0.007 -0.015
H -1.533 -3.608 -0.093 -0.007 0.006 0.000
H -7.337 1.625 -0.420 0.022 0.001 0.007
H 1.711 1.420 2.417 0.075 -0.098 -0.050
H -6.798 -0.738 2.792 0.003 0.005 0.007
H -0.140 4.236 -4.608 0.047 0.025 -0.007
H 3.865 1.631 4.027 -0.006 -0.048 0.007
H -9.105 -0.984 3.515 0.002 -0.008 -0.003
H 0.096 0.247 0.904 -0.028 0.222 -0.041
H -0.409 1.908 -7.039 0.013 0.013 -0.005
H -0.822 3.366 1.950 0.045 -0.055 -0.028
H -2.146 2.115 -7.355 0.009 -0.012 0.012
H -0.040 6.409 -5.698 -0.005 -0.003 0.006
H 6.237 3.054 0.359 0.009 0.054 0.017
H -3.028 6.704 -7.350 -0.002 -0.005 0.023
H -10.955 -1.089 0.644 0.017 -0.014 -0.001
H 3.278 1.862 1.792 -0.065 -0.181 0.248
H 1.872 -1.672 3.673 -0.033 0.053 -0.024
H -2.545 5.760 -8.775 0.006 0.024 0.006
H 1.357 -5.731 -0.013 -0.015 0.023 0.005
H -2.628 -2.388 2.984 0.046 0.020 0.003
H -6.656 2.238 1.101 -0.011 0.004 0.024
H 2.952 -1.216 -1.581 -0.028 0.001 0.023
H 0.626 -6.997 0.998 0.007 -0.004 -0.014
H -11.009 0.667 0.385 -0.013 -0.013 0.012
```
Positions in Å, forces in eV/Å.

=====

Copy entry 5 word for word.
ORCA calculation (ωB97M-V with the def2-TZVPD basis set) on C10H5ClNO5Pb as an isolated structure at a distorted geometry.

Calculated values
- charge = +3
- LUMO level (spin up / spin down) (eV) = -12.7 / -15.2
- HOMO-LUMO gap (spin up / spin down) (eV) = 8.20 / 5.08
- calculated total energy (eV) = -39910.3947

The geometry in XYZ format:
```
23
Properties=species:S:1:pos:R:3:forces:R:3
Pb -1.515 0.692 -0.955 1.847 1.454 0.839
Cl 2.393 -4.038 -0.553 -0.438 1.713 1.412
O -2.508 0.100 2.410 0.988 1.449 -3.390
O -4.321 2.949 -1.456 3.432 -2.119 0.319
O -2.653 -2.227 -2.378 0.667 3.781 1.734
O -0.234 1.473 -4.347 -1.040 -1.189 1.859
O 0.629 5.344 2.110 -1.247 -2.195 -2.098
N 0.534 -0.688 0.388 -0.335 -0.929 -1.084
C 2.564 -2.177 1.507 0.614 0.231 0.983
C -0.545 1.121 -3.268 2.381 2.473 -2.329
C -3.373 2.318 -1.358 -4.583 2.816 -0.552
C 1.935 -2.634 0.347 0.664 -1.662 -1.342
C 1.146 -0.255 1.497 0.267 -0.263 0.221
C -2.481 -1.206 -1.889 -2.019 -5.823 -2.626
C 0.196 4.566 1.390 1.213 2.107 2.066
C 2.183 -0.977 2.098 0.875 -0.961 -0.199
C -2.240 0.504 1.374 -1.958 -1.739 5.292
C 0.916 -1.836 -0.198 -1.352 1.792 -0.139
H 0.051 1.745 -2.374 -0.217 -0.496 -1.363
H 0.420 -2.090 -1.142 0.288 -0.177 0.410
H 3.363 -2.792 1.883 0.281 0.032 0.413
H 0.836 0.686 1.945 -0.120 -0.032 -0.198
H 2.706 -0.576 2.971 -0.208 -0.263 -0.229
```
Positions in Å, forces in eV/Å.

=====

Q: What is the calculated total energy in the first record?
A: -4342.0655 eV

=====

Q: Which of these has the lowest calculated total energy?
A: C28H70N2O14P2S2